Entry 1:
This record from the Open Molecules 2025 dataset describes 8 unconnected molecules or ions with the total composition C12H24Cl12O6 in a non-equilibrium geometry. The level of theory is the ωB97M-V functional and the def2-TZVPD basis.

```
54
Properties=species:S:1:pos:R:3:lowdin_charge:R:1
C -14.2486 5.5449 31.6839 -0.01
O -13.0434 6.3570 31.5140 -0.02
C -11.8623 5.8031 31.2327 -0.71
O -11.6119 4.6757 30.8533 0.11
O -10.9966 6.6708 31.5085 0.02
C -9.6644 6.3187 31.7395 -0.06
H -15.1166 6.1885 31.5413 0.09
H -14.1599 5.1989 32.7137 0.07
H -14.3570 4.7093 30.9925 0.09
H -9.1788 7.1173 32.3004 0.09
H -9.3288 6.1516 30.7160 0.08
H -9.4185 5.4190 32.3036 0.08
C -8.5209 1.2753 36.7737 -0.09
O -8.8796 0.5612 35.6363 -0.02
C -10.1445 0.1654 35.4460 -0.57
O -11.0944 0.3761 36.1878 0.11
O -10.2320 -0.4672 34.2597 -0.02
C -11.4894 -0.8917 33.7627 -0.05
H -8.7385 0.7219 37.6873 0.11
H -8.9202 2.2887 36.7339 0.04
H -7.4422 1.4009 36.6802 0.06
H -11.4786 -1.1752 32.7103 0.09
H -12.0750 0.0272 33.7334 0.10
H -11.9379 -1.7421 34.2763 0.10
Cl -4.8382 4.8592 40.0209 0.48
C -5.9416 4.8864 38.6002 -0.99
Cl -6.5141 6.5504 38.1511 0.46
H -5.3744 4.5638 37.7270 -0.02
H -6.7519 4.1855 38.8007 0.02
Cl -6.5369 -0.2055 32.8155 0.55
C -5.7149 0.7663 31.6407 -1.00
Cl -5.9300 2.4568 32.1791 0.49
H -4.6510 0.5453 31.5556 0.01
H -6.2865 0.6928 30.7156 0.03
Cl -3.1107 4.5701 33.1106 0.51
C -1.6523 3.4948 33.0813 -0.94
Cl -2.1815 1.8416 32.6717 0.50
H -0.9570 3.8778 32.3342 0.03
H -1.1344 3.4648 34.0399 0.03
Cl -6.7765 3.6946 35.4579 0.61
C -6.4423 4.9130 34.2032 -1.10
Cl -6.8786 6.5647 34.5454 0.54
H -5.3746 4.9385 33.9851 -0.08
H -6.9039 4.7141 33.2360 -0.05
Cl -5.9548 6.4730 31.2956 0.52
C -5.9366 6.0480 29.5651 -0.91
Cl -6.9800 4.5661 29.3297 0.46
H -6.3895 6.9003 29.0586 0.03
H -4.9281 5.8024 29.2323 0.03
Cl -11.7318 5.2798 34.5969 0.61
C -10.3968 4.3765 35.2651 -1.08
Cl -10.2205 4.8724 36.8928 0.56
H -10.6589 3.3185 35.2670 0.02
H -9.4679 4.5618 34.7258 -0.01
```

Output
- energy above the lowest of the compared OMol25 structures with the same formula, charge and spin (eV) = 0.260
- strongest force on any atom (eV/Å) = 4.2
- SMILES = COC(=O)OC.COC(=O)OC.ClCCl.ClCCl.ClCCl.ClCCl.ClCCl.ClCCl
- E_HOMO (eV) = -10.4
- gap between HOMO and LUMO (eV) = 10.7


Entry 2:
This record from the Open Molecules 2025 dataset describes a molecular structure, C22H17BrN8OPtS4Sb. The level of theory is the ωB97M-V functional and the def2-TZVPD basis.

```
55
Properties=species:S:1:pos:R:3:lowdin_charge:R:1
Pt 0.7703 0.3877 0.4453 0.81
S -1.1360 0.2524 -4.1806 0.38
Sb -0.0487 2.3020 -3.2526 0.45
S -1.5441 3.0274 -1.7604 -0.17
S 1.0666 0.3270 -1.9019 0.40
S 2.5979 -0.8440 0.9019 0.67
C 2.1674 -1.1020 2.6214 -0.67
N 2.7014 -1.9026 3.4923 0.07
N 3.6482 -2.7583 3.2248 0.02
C 4.3211 -2.9687 1.9703 -0.32
C 3.8019 -3.8713 1.0574 -0.05
C 4.4126 -4.0179 -0.1763 -0.06
C 5.5473 -3.2782 -0.4786 -0.07
C 6.0811 -2.3973 0.4530 -0.07
C 5.4664 -2.2397 1.6849 -0.06
N 1.1519 -0.3475 3.2044 0.09
N 0.5054 0.3102 2.3724 -0.18
C -0.5355 1.2781 2.7003 -0.33
C -2.1419 1.4738 1.2458 -0.19
C -3.1819 2.4326 1.8499 -0.15
C -2.4443 3.0311 3.8357 -0.21
C -1.0757 2.9320 4.4044 -0.01
C -0.1743 2.1165 3.8717 0.01
H 3.9395 -3.2794 4.0350 0.15
H 2.9005 -4.4175 1.3007 0.11
H 3.9886 -4.6887 -0.9104 0.11
H 6.0155 -3.3854 -1.4480 0.11
H 6.9660 -1.8234 0.2131 0.11
H 5.8467 -1.5387 2.4169 0.12
H -2.3952 1.0180 0.2982 0.10
H -4.1170 2.5220 1.3083 0.14
H -3.1322 3.4879 4.5418 0.12
H -0.8094 3.5538 5.2507 0.12
H 0.8322 2.0355 4.2602 0.12
Br -3.8778 5.1826 2.4714 0.77
C -2.5748 3.7354 2.4169 -0.69
C -1.3288 4.2062 1.7472 -0.09
C -0.4735 3.3438 1.2191 -0.15
N -0.7132 1.9292 1.3077 -0.09
C -1.9910 0.7534 2.6056 -0.07
C -3.0249 1.7273 3.2237 -0.10
H -1.1355 5.2674 1.6772 0.11
H 0.4287 3.6482 0.7106 0.11
H -2.1365 -0.3132 2.7420 0.14
H -3.8497 1.2711 3.7612 0.15
N 0.0422 -3.3260 0.7221 0.18
C 0.2917 -2.6019 -0.4142 -0.59
O 1.1486 -2.9138 -1.2128 0.04
C -0.5571 -1.3729 -0.5901 -0.29
C -1.8673 -1.4874 -0.0410 -0.24
N -2.8911 -1.6605 0.4632 0.19
C -0.4317 -0.6740 -1.8937 -0.83
N -1.3166 -0.6924 -2.7876 -0.39
H 0.4568 -4.2423 0.7416 0.10
H -0.8435 -3.2273 1.1907 0.09
```

Output
- energy above the lowest of the compared OMol25 structures with the same formula, charge and spin (eV) = 4.179
- strongest force on any atom (eV/Å) = 0.2
- ⟨S²⟩ = 0.786
- E_HOMO (alpha / beta) (eV) = -7.6 / -7.7
- multiplicity = 2
- gap between HOMO and LUMO (alpha / beta) (eV) = 6.4 / 5.5


Entry 3:
This record from the Open Molecules 2025 dataset describes a single CHF2NO3 molecule in a non-equilibrium geometry. The level of theory is the ωB97M-V functional and the def2-TZVPD basis.

```
8
Properties=species:S:1:pos:R:3:lowdin_charge:R:1
O 1.1136 0.6985 -1.0688 0.10
N 1.0034 -0.1882 -0.2777 -0.32
O 1.7757 -1.0674 -0.0326 0.13
C -0.4560 -0.1496 0.4391 -0.56
O -1.3817 0.0591 -0.4882 0.14
F -0.5543 -1.2067 1.1893 0.21
F -0.2971 0.9484 1.3141 0.08
H -1.2035 0.9059 -1.0753 0.21
```

Output
- energy above the lowest of the compared OMol25 structures with the same formula, charge and spin (eV) = 0.603
- strongest force on any atom (eV/Å) = 3.3
- SMILES = O=[N+]([O-])C(O)(F)F
- E_HOMO (eV) = -11.6
- gap between HOMO and LUMO (eV) = 11.6


Entry 4:
This record from the Open Molecules 2025 dataset describes 2 unconnected molecules or ions with the total composition C18H24N. The level of theory is the ωB97M-V functional and the def2-TZVPD basis.

```
43
Properties=species:S:1:pos:R:3:lowdin_charge:R:1
C -4.9805 -1.5850 1.3707 -0.02
C -3.5920 -1.0475 1.3543 -0.23
C -3.3469 0.3224 1.3609 0.00
C -2.0622 0.8109 1.3496 0.02
C -0.9454 -0.0557 1.3299 -0.19
C 0.3500 0.5207 1.3382 0.11
C 1.6457 -0.0556 1.3434 -0.19
C 2.7631 0.8109 1.3336 0.02
C 4.0478 0.3223 1.3404 0.00
C 4.2932 -1.0478 1.3529 -0.23
C 5.6814 -1.5853 1.3617 -0.02
C 3.2071 -1.9118 1.3660 0.00
C 1.9230 -1.4375 1.3651 0.02
C -1.2223 -1.4375 1.3077 0.02
C -2.5061 -1.9117 1.3266 0.00
H -4.9807 -2.6780 1.3739 0.09
H -5.5140 -1.2493 2.2624 0.10
H -5.5307 -1.2542 0.4875 0.10
H -4.1829 1.0011 1.3784 0.13
H -1.8986 1.8754 1.3593 0.13
H 0.3501 1.5974 1.3403 0.13
H 2.5997 1.8756 1.3258 0.13
H 4.8842 1.0008 1.3390 0.13
H 5.6812 -2.6782 1.3625 0.09
H 6.2270 -1.2525 0.4767 0.10
H 6.2188 -1.2515 2.2516 0.10
H 3.3818 -2.9742 1.3825 0.13
H 1.1451 -2.1657 1.4056 0.09
H -0.4450 -2.1665 1.2679 0.09
H -2.6816 -2.9739 1.3218 0.13
C -1.8107 2.8231 -4.0807 -0.12
C -0.6050 1.9616 -3.7464 -0.27
C -0.7764 1.1921 -2.4405 -0.32
N 0.3572 0.3378 -2.1180 0.00
H -1.6810 3.3652 -5.0190 0.07
H -2.7157 2.2212 -4.1757 0.07
H -2.0000 3.5632 -3.3016 0.07
H -0.4106 1.2506 -4.5591 0.11
H 0.2974 2.5832 -3.6861 0.11
H -0.9618 1.8946 -1.6174 0.10
H -1.6731 0.5633 -2.5014 0.11
H 1.2159 0.8753 -2.1025 0.07
H 0.2534 -0.0490 -1.1878 0.02
```

Output
- energy above the lowest of the compared OMol25 structures with the same formula, charge and spin (eV) = 0.000
- strongest force on any atom (eV/Å) = 0.6
- total charge = +1
- E_HOMO (eV) = -11.8
- gap between HOMO and LUMO (eV) = 6.0